DFT (the ωB97M-V functional and the def2-TZVPD basis) results for a single C4H4OS molecule.

Its largest force on an atom is 0.072 hartree/bohr. For the HOMO-LUMO gap, the calculation gives 10.4 eV. The LUMO energy is 0.67 eV.

Last column: Löwdin charge in e.
Element x y z (Å)
C (-2.636, 1.147, 0.520)  0.11
C (-1.520, 1.087, 0.092)  -0.28
C (-0.208, 0.920, -0.361)  -0.42
S (0.591, -0.268, 0.882)  0.92
C (1.403, -1.243, -0.396)  -0.57
O (1.208, -1.095, -1.586)  -0.04
H (-3.602, 1.319, 1.040)  0.06
H (-0.179, 0.404, -1.247)  0.03
H (0.408, 1.882, -0.432)  0.13
H (2.023, -2.029, 0.077)  0.08